1.
Molecular formula: C25H46BNP2Pt
Method: DFT, ωB97M-V with the def2-TZVPD basis set

## Properties
net charge: +2
LUMO level (alpha / beta): -6.7 / -9.3 eV
multiplicity: 5
E_HOMO (alpha / beta): -12.1774 / -12.1663 eV
energy above the lowest of the compared OMol25 structures with the same formula, charge and spin: 0.00 kcal per mole
molar mass: 628.49 u
electronic energy: -50639.3499 eV
maximum force: 3.3 eV Å⁻¹

Geometry (Å):
Pt 1.160 0.428 0.629
C 2.285 2.978 1.695
C 2.019 1.736 2.362
C 3.681 1.426 0.704
C 3.285 2.769 0.711
C 2.919 0.711 1.755
C 1.662 4.277 2.027
H 0.911 4.161 2.816
H 1.179 4.715 1.141
H 2.423 4.990 2.378
C 3.804 3.835 -0.181
H 3.966 4.761 0.384
H 3.072 4.058 -0.971
H 4.747 3.525 -0.643
C 4.722 0.812 -0.146
H 5.732 1.087 0.189
H 4.631 1.151 -1.188
H 4.650 -0.280 -0.116
C 3.361 -0.510 2.489
H 3.771 -0.263 3.478
H 4.119 -1.063 1.924
H 2.494 -1.171 2.650
C 1.280 1.567 3.638
H 1.933 1.604 4.528
H 0.758 0.603 3.644
H 0.536 2.360 3.761
C -0.520 1.303 -0.454
C -0.614 1.898 0.827
C -1.489 1.482 1.965
C -1.522 -0.051 2.241
C -0.226 -0.776 1.937
C 0.003 -1.372 0.656
C -1.045 -1.248 -0.422
C -1.402 0.170 -0.934
H -2.513 1.860 1.811
H -2.366 -0.500 1.693
H -1.150 1.998 2.878
H -2.461 0.400 -0.721
H -0.141 2.000 -1.222
H -0.255 2.928 0.868
H -1.297 0.165 -2.029
H -0.670 -1.847 -1.279
H 0.678 -2.245 0.594
H -1.973 -1.747 -0.063
H -1.763 -0.212 3.303
H 0.332 -1.207 2.783
P -3.365 -2.468 -1.590
P -0.719 -4.127 -1.766
C -3.523 -4.156 -2.331
C -2.170 -4.672 -2.827
H -4.232 -4.080 -3.169
H -3.963 -4.831 -1.581
H -2.150 -5.771 -2.875
H -1.960 -4.285 -3.836
C 0.539 -5.133 -2.642
H 1.447 -5.158 -2.028
H 0.766 -4.647 -3.597
H 0.184 -6.161 -2.830
C -0.998 -5.248 -0.322
H -1.454 -6.204 -0.621
H -1.640 -4.755 0.419
H -0.021 -5.443 0.146
C -3.242 -1.501 -3.143
H -3.147 -0.436 -2.900
H -4.150 -1.664 -3.744
H -2.355 -1.822 -3.711
C -5.022 -2.058 -0.950
H -5.354 -2.859 -0.273
H -5.747 -1.921 -1.764
H -4.938 -1.125 -0.371
B 0.348 6.704 -0.855
C 0.546 5.219 -1.250
N 0.702 4.091 -1.515
H 0.373 7.442 -1.828
H 1.253 6.985 -0.066
H -0.716 6.815 -0.269



2.
Molecular formula: C25H46Br2F6N7O7RbS2
Method: DFT, ωB97M-V with the def2-TZVPD basis set

## Properties
LUMO level: -1.4 eV
E_HOMO: -9.2351 eV
molar mass: 980.08 u
electronic energy: -230146.9946 eV
maximum force: 4.5 eV Å⁻¹

Geometry (Å):
Rb -3.444 1.099 1.808
C -1.515 1.293 -2.037
F -2.237 2.273 -1.444
F -2.132 0.904 -3.142
F -0.336 1.736 -2.474
S -1.273 -0.144 -0.817
O -2.593 -0.792 -0.715
O -0.197 -0.898 -1.398
N -0.859 0.685 0.642
S 0.304 -0.114 1.247
O -0.145 -1.336 1.887
O 1.483 -0.201 0.418
C 0.818 1.068 2.640
F 1.390 0.415 3.638
F 1.684 1.915 2.135
F -0.313 1.636 3.175
C 0.304 6.547 1.735
O -0.621 7.261 2.066
N 0.227 5.404 1.072
C 1.369 4.614 0.683
C -1.010 4.877 0.514
H 1.360 6.804 1.935
H 1.076 3.863 -0.045
H 1.958 4.134 1.462
H 1.962 5.389 0.185
H -0.960 4.801 -0.571
H -1.485 4.052 1.049
H -1.709 5.708 0.660
C 0.196 -1.334 6.357
O -0.030 -0.811 7.446
N 0.140 -2.655 6.199
C -0.392 -3.516 7.236
C 0.389 -3.336 4.927
H 0.516 -0.830 5.434
H 0.110 -4.481 7.295
H -1.431 -3.803 7.037
H -0.509 -3.029 8.200
H 0.385 -2.596 4.127
H 1.339 -3.868 4.982
H -0.383 -4.071 4.697
C -0.704 -6.373 0.340
O -0.873 -7.382 -0.312
N 0.251 -5.422 0.164
C 0.725 -4.511 1.227
C 1.046 -5.357 -1.040
H -1.207 -6.197 1.307
H 0.632 -3.480 0.893
H 1.709 -4.783 1.612
H 0.157 -4.672 2.147
H 2.089 -5.618 -0.842
H 0.697 -6.060 -1.794
H 1.039 -4.319 -1.379
C 0.588 -0.064 -5.381
C 0.100 1.037 -6.347
C -1.437 0.926 -6.582
C -1.919 2.201 -7.103
N -2.226 3.248 -7.463
H -0.127 -0.100 -4.559
H 1.584 0.264 -5.096
H 0.567 -1.074 -5.791
H 0.499 0.837 -7.343
H 0.474 2.002 -6.012
H -2.072 0.820 -5.701
H -1.608 0.148 -7.324
C -4.402 -3.601 -4.229
C -3.579 -2.646 -3.318
C -2.744 -3.457 -2.296
C -3.722 -3.899 -1.266
N -4.472 -4.311 -0.503
H -5.114 -3.032 -4.826
H -5.067 -4.153 -3.563
H -3.690 -4.197 -4.796
H -4.335 -2.052 -2.803
H -2.929 -1.945 -3.844
H -1.912 -2.969 -1.798
H -2.422 -4.330 -2.866
C 5.196 2.466 -2.416
C 4.583 1.128 -2.893
C 3.037 1.042 -2.769
C 2.327 2.138 -3.447
N 1.756 3.040 -3.863
H 5.036 3.370 -3.007
H 6.267 2.415 -2.226
H 4.720 2.805 -1.490
H 5.085 0.314 -2.371
H 4.899 1.045 -3.935
H 2.869 0.977 -1.693
H 2.630 0.123 -3.193
Br 1.709 4.546 4.602
C 0.148 4.053 5.783
C 0.274 4.675 7.113
Br 1.321 3.657 8.480
H -0.102 2.998 5.710
H -0.634 4.567 5.222
H -0.743 4.786 7.498
H 0.590 5.715 7.139



3.
Molecular formula: C25H46F3FeN5O17S4
Method: DFT, ωB97M-V with the def2-TZVPD basis set

## Properties
net charge: -3
LUMO level (alpha / beta): 5.1 / 5.1 eV
multiplicity: 6
E_HOMO (alpha / beta): 0.4843 / 0.5073 eV
energy above the lowest of the compared OMol25 structures with the same formula, charge and spin: 0.00 kcal per mole
molar mass: 929.77 u
electronic energy: -154810.8763 eV
maximum force: 4.5 eV Å⁻¹

Geometry (Å):
Fe -33.658 17.489 -8.021
C -32.749 21.849 -7.224
O -32.769 22.475 -8.483
C -32.041 23.669 -8.593
C -30.543 23.472 -8.665
N -30.093 22.477 -9.687
H -30.646 21.600 -9.494
H -30.404 22.781 -10.640
C -28.635 22.181 -9.781
C -27.990 23.184 -10.733
O -28.254 24.512 -10.339
C -27.599 25.458 -11.134
H -33.706 21.333 -7.128
H -32.673 22.532 -6.363
H -31.949 21.115 -7.097
H -32.392 24.368 -7.821
H -32.395 24.152 -9.508
H -30.081 23.075 -7.756
H -30.037 24.411 -8.886
H -28.625 21.202 -10.263
H -28.188 22.167 -8.790
H -28.369 23.044 -11.751
H -26.909 22.991 -10.760
H -28.021 25.491 -12.145
H -26.533 25.269 -11.316
H -27.690 26.434 -10.666
S -32.447 19.112 -9.756
O -32.732 19.150 -11.182
O -33.638 19.212 -8.893
O -32.184 17.686 -9.267
O -31.418 20.088 -9.345
S -34.879 18.885 -6.114
O -35.307 17.784 -7.062
O -35.361 20.157 -6.625
O -35.304 18.574 -4.772
O -33.442 18.638 -6.433
S -35.803 16.913 -10.482
O -35.336 16.035 -11.590
O -35.865 18.318 -10.852
O -37.109 16.426 -10.017
O -34.769 16.785 -9.397
C -32.758 24.860 -13.506
F -31.691 25.408 -14.077
F -33.262 25.710 -12.607
F -33.687 24.694 -14.436
S -32.419 23.184 -12.618
O -32.608 22.190 -13.660
O -31.018 23.362 -12.206
O -33.365 23.144 -11.524
C -32.374 14.434 -9.071
C -31.917 14.980 -7.740
N -32.984 15.674 -6.992
C -32.371 15.990 -5.681
C -31.080 16.810 -5.754
C -34.207 14.851 -6.796
C -33.958 13.433 -6.260
H -31.573 13.935 -9.622
H -32.743 15.231 -9.719
H -33.214 13.732 -9.072
H -31.440 14.223 -7.100
H -31.059 15.618 -7.942
H -33.015 16.587 -5.034
H -32.148 15.068 -5.128
H -30.826 17.110 -4.732
H -30.207 16.259 -6.108
H -31.149 17.749 -6.298
H -34.679 14.794 -7.775
H -34.836 15.360 -6.071
H -33.135 12.902 -6.739
H -34.853 12.836 -6.462
H -33.866 13.401 -5.172
N -29.173 19.596 -7.841
C -29.382 19.682 -6.491
C -28.232 19.342 -5.812
C -27.283 18.970 -6.802
C -27.890 19.155 -8.012
H -29.888 19.745 -8.568
H -30.339 19.991 -6.098
H -28.162 19.262 -4.740
H -26.307 18.548 -6.618
H -27.536 19.041 -9.028
N -32.665 15.438 -12.458
C -33.080 15.295 -13.734
C -32.035 15.614 -14.590
C -31.028 16.173 -13.759
C -31.439 16.025 -12.449
H -33.310 15.189 -11.718
H -34.007 14.780 -13.930
H -32.015 15.530 -15.664
H -30.098 16.607 -14.092
H -31.034 16.328 -11.496
N -30.184 19.485 -12.378
C -29.139 18.829 -11.820
C -27.966 19.184 -12.454
C -28.333 20.139 -13.471
C -29.684 20.333 -13.313
H -31.137 19.394 -11.988
H -29.222 18.197 -10.947
H -26.976 18.839 -12.195
H -27.669 20.681 -14.124
H -30.360 21.025 -13.790



- Look up the electronic energy of the third one.
  -154810.8763 eV